C5H5N3O | ωB97M-V/def2-TZVPD

Last column: Mulliken charge in e.
Cartesian coordinates (Å):
C -2.1855 0.5421 -0.9256  -0.713
C -0.8532 0.6417 -0.6678  0.522
C 1.3341 -0.3295 -0.9783  -0.199
C 0.9477 -0.1017 0.5375  0.192
C 1.2612 -0.4928 1.7175  -0.514
H -3.1680 1.0587 -0.5002  0.278
H -2.7483 -0.1437 -2.0685  0.177
H 1.3125 -1.4217 -1.3397  0.211
H 2.4969 0.0076 -1.4099  0.232
H 2.1193 -0.9073 2.0896  0.484
N 0.3156 -0.1040 2.5639  -0.309
N -0.7152 0.4251 1.8814  -0.729
N -0.3106 0.5276 0.6491  0.721
O 0.1935 0.2978 -1.5490  -0.354

total charge	0
multiplicity	1
relative energy (zero: lowest compared OMol25 entry of this formula, charge and spin)	5.992	eV
highest occupied orbital energy	-9.17	eV
lowest unoccupied orbital energy	0.286	eV
energy	-432.823538	Ha